Record 1
{"formula": "C27H29FeN5O6S2", "method": "ωB97M-V with the def2-TZVPD basis set", "charge": -2, "e_above_lowest_kcal_mol": 0.00, "lumo_ev": 4.145, "orbital_gap_ev": 5.84, "largest_force_ev_per_a": 0.152, "e_homo_ha": -0.06233, "symbols": ["Fe", "C", "C", "N", "N", "C", "S", "S", "C", "C", "C", "C", "C", "C", "C", "C", "C", "C", "C", "C", "C", "O", "H", "H", "H", "H", "H", "H", "H", "H", "H", "H", "H", "H", "H", "H", "O", "C", "C", "C", "N", "C", "C", "C", "O", "O", "C", "O", "O", "H", "H", "H", "C", "C", "C", "C", "N", "N", "H", "H", "H", "H", "H", "H", "H", "H", "H", "H", "H", "H"], "positions_angstrom": [[-0.442, -1.374, -1.169], [-2.298, -1.670, 2.759], [-2.080, -1.849, 1.276], [-1.083, -1.243, 0.727], [-0.173, -0.634, 1.606], [-0.313, 0.616, 1.884], [-1.533, 1.729, 1.502], [1.107, 1.053, 2.953], [1.090, 2.858, 2.916], [0.754, 3.487, 4.238], [1.654, 4.315, 4.898], [1.327, 4.903, 6.116], [0.086, 4.670, 6.686], [-0.824, 3.846, 6.028], [-0.494, 3.256, 4.821], [-2.980, -2.731, 0.509], [-3.912, -3.523, 1.198], [-4.814, -4.365, 0.578], [-4.812, -4.426, -0.819], [-3.906, -3.690, -1.536], [-2.929, -2.848, -0.920], [-2.095, -2.258, -1.685], [-2.135, -0.629, 3.029], [-1.578, -2.277, 3.315], [-3.304, -1.937, 3.064], [0.315, 3.105, 2.178], [2.057, 3.216, 2.558], [2.626, 4.499, 4.452], [2.047, 5.539, 6.619], [-0.174, 5.124, 7.635], [-1.798, 3.661, 6.465], [-1.191, 2.612, 4.296], [-3.927, -3.496, 2.278], [-5.505, -4.956, 1.167], [-5.519, -5.064, -1.340], [-3.872, -3.734, -2.619], [1.145, -2.540, -6.836], [0.823, -2.274, -5.528], [1.139, -3.167, -4.510], [0.779, -2.830, -3.219], [0.160, -1.686, -2.967], [-0.157, -0.827, -3.926], [0.168, -1.081, -5.246], [-0.858, 0.427, -3.393], [-1.061, 1.347, -4.191], [-1.106, 0.380, -2.151], [1.035, -3.673, -1.966], [1.658, -4.730, -2.102], [0.562, -3.155, -0.908], [1.571, -3.402, -6.863], [1.646, -4.108, -4.686], [-0.088, -0.367, -6.015], [3.669, 1.359, -0.497], [2.406, 1.676, -1.296], [2.082, 3.163, -1.177], [2.598, 1.318, -2.778], [1.274, 0.993, -0.680], [1.323, -0.435, -0.698], [4.508, 1.961, -0.856], [3.951, 0.307, -0.589], [3.496, 1.568, 0.561], [2.880, 3.768, -1.615], [1.956, 3.432, -0.128], [1.149, 3.388, -1.699], [3.444, 1.862, -3.205], [1.700, 1.570, -3.346], [2.796, 0.251, -2.919], [0.397, 1.251, -1.128], [1.553, -0.755, 0.242], [2.028, -0.777, -1.346]], "mulliken_charge": [0.20, -1.45, 1.45, 0.55, -1.16, 0.29, -0.43, -0.27, -0.69, 0.47, -0.40, -0.50, -0.40, -0.57, -0.28, 0.19, -0.81, -0.95, -0.32, -0.97, 0.49, -0.32, 0.23, 0.23, 0.48, 0.26, 0.34, 0.33, 0.35, 0.34, 0.37, 0.25, 0.24, 0.35, 0.35, 0.38, -0.57, 1.23, -0.69, -0.19, 0.74, 0.27, -0.98, 0.34, -0.85, -0.62, 0.24, -0.85, -0.51, 0.28, 0.42, 0.58, -1.59, 1.33, -1.53, -1.52, -0.14, -0.19, 0.48, 0.30, 0.22, 0.43, 0.14, 0.42, 0.52, 0.28, 0.25, 0.32, 0.41, 0.42]}

=====

Record 2
{"formula": "C27H29N2O", "method": "ωB97M-V with the def2-TZVPD basis set", "charge": 1, "e_above_lowest_kcal_mol": 12.20, "lumo_ev": -4.552, "orbital_gap_ev": 4.88, "largest_force_ev_per_a": 3.634, "e_homo_ha": -0.34654, "symbols": ["C", "C", "C", "N", "C", "C", "C", "C", "C", "C", "C", "C", "C", "C", "C", "H", "H", "H", "H", "H", "H", "H", "H", "H", "H", "H", "H", "H", "H", "H", "H", "H", "H", "C", "C", "C", "C", "C", "C", "N", "C", "C", "C", "C", "C", "O", "C", "C", "H", "H", "H", "H", "H", "H", "H", "H", "H", "H", "H"], "positions_angstrom": [[1.683, -2.070, -4.858], [1.206, -3.368, -4.187], [1.102, -3.213, -2.662], [0.339, -2.001, -2.272], [-0.658, -2.062, -1.333], [-1.536, -1.035, -1.050], [-2.454, -1.038, -0.013], [-3.334, 0.048, 0.280], [-4.020, 0.107, 1.511], [-4.783, 1.203, 1.847], [-4.914, 2.263, 0.966], [-4.287, 2.214, -0.267], [-3.512, 1.129, -0.610], [0.807, -0.749, -2.914], [0.801, -0.887, -4.438], [2.724, -1.871, -4.571], [1.695, -2.175, -5.952], [0.226, -3.646, -4.592], [1.875, -4.200, -4.450], [0.611, -4.089, -2.224], [2.097, -3.164, -2.211], [-0.745, -2.975, -0.775], [-1.498, -0.164, -1.673], [-2.466, -1.879, 0.659], [-3.919, -0.709, 2.206], [-5.273, 1.249, 2.806], [-5.498, 3.128, 1.240], [-4.408, 3.035, -0.956], [-3.052, 1.101, -1.581], [0.202, 0.103, -2.593], [1.822, -0.543, -2.559], [1.124, 0.042, -4.928], [-0.228, -1.063, -4.779], [4.414, 1.048, -1.400], [4.106, -0.223, -0.959], [3.282, -0.389, 0.132], [2.749, 0.707, 0.798], [1.851, 0.465, 1.961], [1.089, 1.506, 2.510], [0.211, 1.364, 3.582], [-0.115, 0.135, 4.095], [-0.955, 0.000, 5.163], [-1.494, 1.128, 5.749], [-1.194, 2.373, 5.232], [-0.356, 2.480, 4.155], [1.802, -0.687, 2.422], [3.088, 1.983, 0.357], [3.904, 2.147, -0.741], [5.043, 1.179, -2.265], [4.519, -1.082, -1.461], [3.031, -1.376, 0.486], [1.194, 2.500, 2.123], [0.304, -0.733, 3.623], [-1.182, -0.977, 5.556], [-2.147, 1.040, 6.603], [-1.621, 3.257, 5.677], [-0.126, 3.447, 3.742], [2.726, 2.848, 0.883], [4.148, 3.138, -1.087]], "mulliken_charge": [-0.64, -0.65, -0.69, 0.29, 0.10, -0.12, -0.43, 0.86, -0.40, -0.65, -0.38, -0.73, -0.40, -0.14, -0.75, 0.29, 0.35, 0.31, 0.35, 0.46, 0.24, 0.38, 0.01, 0.37, 0.39, 0.42, 0.42, 0.40, 0.43, 0.47, -0.26, 0.36, 0.31, -0.36, -0.76, -0.15, 0.29, 1.15, -0.95, 0.23, -0.10, -0.82, -0.18, -0.71, -0.13, -0.82, -0.41, -0.82, 0.44, 0.44, 0.52, 0.12, 0.61, 0.43, 0.43, 0.42, 0.37, 0.32, 0.42]}